This record from the OMol25 dataset describes a cluster of 2 separate species, C4H8O8SSi in total. The level of theory is wB97M-V/def2-TZVPD.

Output
**LUMO level**: 5.94 eV
**Energy relative to the best compared isomer or geometry (same formula, charge and spin)**: 41.0 kJ/mol
**Molecular weight**: 244.25 g/mol
**E**: -39374.5807 eV
**Frontier orbital gap**: 7.283 eV
**Charge**: -2
**F_max**: 4.0 eV/Å

Last columns: bonded neighbours and bond lengths (Å).
CARTESIAN COORDINATES (ANGSTROEM)
1 C 0.04693 0.03263 1.67663  C4 1.291, O5 1.344, O7 1.390
2 C -2.27251 1.51158 -1.07161  C3 1.343, H15 1.050, H16 1.071
3 C -2.22292 0.35437 -0.39111  C2 1.343, H18 1.060, H19 1.098
4 C 0.62834 -0.30763 0.57540  C1 1.291, Si13 1.899, S14 1.767
5 O 0.08246 1.29186 2.14385  C1 1.344, H20 0.935
6 O 0.06390 -1.92256 -1.28533  S14 1.467
7 O -0.59942 -0.88421 2.49729  C1 1.390, H17 0.967
8 O -0.02957 -2.82800 0.89705  S14 1.462
9 O 2.14724 -2.36902 0.11941  S14 1.449
10 O 1.27225 2.35954 -0.12958  Si13 1.538
11 O 3.04370 0.46229 -0.42761  Si13 1.673, H21 0.932
12 O 0.96199 0.51323 -2.11892  Si13 1.619, H22 1.011
13 Si 1.44489 0.91440 -0.62670  C4 1.899, O10 1.538, O11 1.673, O12 1.619
14 S 0.75735 -1.97607 0.00667  C4 1.767, O6 1.467, O8 1.462, O9 1.449
15 H -2.39744 2.43085 -0.57937  C2 1.050
16 H -1.71274 1.51353 -1.98486  C2 1.071
17 H -0.47616 -1.70727 2.00443  O7 0.967
18 H -2.56488 0.23228 0.60485  C3 1.060
19 H -2.04581 -0.62297 -0.85804  C3 1.098
20 H 0.28226 1.85429 1.42477  O5 0.935
21 H 3.03939 -0.45097 -0.23944  O11 0.932
22 H 0.55077 -0.40215 -2.23779  O12 1.011

Löwdin atomic charge list, values in e, 8 entries: number 1, C, carries -0.51; number 2, C, carries -0.07; number 3, C, carries -0.07; number 4, C, carries -0.24; number 5, O, carries 0.08; number 6, O, carries -0.39; number 7, O, carries 0.03; number 8, O, carries -0.38

This record from the OMol25 dataset describes the molecule C4H8OS. The level of theory is wB97M-V/def2-TZVPD.

Output
**LUMO level**: 0.86 eV
**Energy relative to the best compared isomer or geometry (same formula, charge and spin)**: 114.9 kJ/mol
**Molecular weight**: 104.17 g/mol
**E**: -17159.2589 eV
**Frontier orbital gap**: 9.484 eV
**Structure (SMILES)**: C[C@H]1COCS1
**F_max**: 3.2 eV/Å

Last columns: bonded neighbours and bond lengths (Å).
CARTESIAN COORDINATES (ANGSTROEM)
1 C -1.50109 0.04199 0.63072  C2 1.555, H7 1.143, H8 1.079, H9 1.105
2 C -0.65134 -0.23428 -0.64141  C1 1.555, C3 1.578, S6 1.753, H10 1.163
3 C 0.48219 0.83711 -0.88008  C2 1.578, O4 1.421, H11 1.083, H12 1.147
4 O 1.34020 0.80735 0.25241  C3 1.421, C5 1.377
5 C 1.55037 -0.51461 0.57582  O4 1.377, S6 1.830, H13 1.075, H14 1.150
6 S 0.39246 -1.60698 -0.32600  C2 1.753, C5 1.830
7 H -2.29496 -0.77990 0.62676  C1 1.143
8 H -1.00293 -0.11302 1.57506  C1 1.079
9 H -2.16185 0.92604 0.58699  C1 1.105
10 H -1.29125 -0.51948 -1.57019  C2 1.163
11 H 1.06426 0.65299 -1.77443  C3 1.083
12 H 0.12105 1.92573 -0.88811  C3 1.147
13 H 1.34543 -0.64137 1.62322  C5 1.075
14 H 2.60746 -0.78156 0.20924  C5 1.150

Löwdin atomic charge list, values in e, 8 entries: number 1, C, carries -0.13; number 2, C, carries -0.63; number 3, C, carries -0.25; number 4, O, carries -0.19; number 5, C, carries -0.49; number 6, S, carries 0.89; number 7, H, carries 0.09; number 8, H, carries 0.06

This record from the OMol25 dataset describes the molecule C4H8OS. The level of theory is wB97M-V/def2-TZVPD.

Output
**LUMO level**: 0.62 eV
**Energy relative to the best compared isomer or geometry (same formula, charge and spin)**: 355.9 kJ/mol
**Molecular weight**: 104.17 g/mol
**E**: -17156.7619 eV
**Frontier orbital gap**: 9.633 eV
**Structure (SMILES)**: C[C@@H]1[C@H](O)[C@@H]1S
**F_max**: 5.5 eV/Å

Last columns: bonded neighbours and bond lengths (Å).
CARTESIAN COORDINATES (ANGSTROEM)
1 C 1.26222 0.97530 1.14693  C2 1.515, H7 1.179, H8 1.098, H9 0.995
2 C -0.22197 0.71336 1.30362  C1 1.515, C3 1.555, C5 1.595, H10 1.091
3 C -0.72621 -0.70152 0.89975  C2 1.555, O4 1.421, C5 1.572, H11 1.137
4 O 0.26710 -1.59838 0.42278  C3 1.421, H12 1.191
5 C -0.95459 0.49297 -0.09574  C2 1.595, C3 1.572, S6 1.935, H13 1.065
6 S 0.01553 0.04041 -1.70785  C5 1.935, H14 1.291
7 H 1.75983 0.80487 2.20174  C1 1.179
8 H 1.41731 1.91538 0.60078  C1 1.098
9 H 1.65072 0.28448 0.54510  C1 0.995
10 H -0.57193 1.46811 2.00894  C2 1.091
11 H -1.69186 -1.10077 1.34804  C3 1.137
12 H -0.26230 -2.01896 -0.55827  O4 1.191
13 H -1.79635 1.06651 -0.40800  C5 1.065
14 H 0.95255 0.84023 -1.32233  S6 1.291

Löwdin atomic charge list, values in e, 8 entries: number 1, C, carries -0.11; number 2, C, carries -0.24; number 3, C, carries -0.37; number 4, O, carries -0.19; number 5, C, carries -0.40; number 6, S, carries 0.75; number 7, H, carries 0.13; number 8, H, carries 0.09

This record from the OMol25 dataset describes a cluster of 2 separate species, C4H8OS in total. The level of theory is wB97M-V/def2-TZVPD.

Output
**LUMO level (alpha / beta)**: 0.92 / -2.01 eV
**Energy relative to the best compared isomer or geometry (same formula, charge and spin)**: 84.0 kJ/mol
**Molecular weight**: 104.17 g/mol
**E**: -17155.9883 eV
**Multiplicity**: 3
**Frontier orbital gap (alpha / beta)**: 7.430 / 7.347 eV
**F_max**: 3.6 eV/Å

Last columns: bonded neighbours and bond lengths (Å).
CARTESIAN COORDINATES (ANGSTROEM)
1 C -0.08760 -1.83215 -0.00558  C2 1.341, H7 1.099, H8 1.055
2 C -0.71221 -1.31421 -1.07302  C1 1.341, O5 1.407, H9 1.074
3 C 0.52326 1.29388 0.00155  C4 1.580, S6 1.601, H10 1.127
4 C -0.10327 1.52916 1.43314  C3 1.580, H11 1.058, H12 1.134, H13 1.042
5 O -0.06724 -0.84354 -2.23144  C2 1.407, H14 0.932
6 S 0.51176 2.45448 -1.10120  C3 1.601
7 H 0.99191 -2.03000 -0.06280  C1 1.099
8 H -0.53023 -2.07077 0.92169  C1 1.055
9 H -1.77638 -1.25706 -0.94288  C2 1.074
10 H 1.12206 0.34878 -0.13105  C3 1.127
11 H -0.04524 0.55828 1.85083  C4 1.058
12 H -1.17624 1.89256 1.48848  C4 1.134
13 H 0.49559 2.19364 1.96724  C4 1.042
14 H 0.85382 -0.92305 -2.11497  O5 0.932

Löwdin atomic charge list, values in e, 8 entries: number 1, C, carries -0.03; number 2, C, carries -0.24; number 3, C, carries -0.78; number 4, C, carries -0.15; number 5, O, carries -0.02; number 6, S, carries 0.75; number 7, H, carries 0.07; number 8, H, carries 0.04

This record from the OMol25 dataset describes the molecule C4H8OS. The level of theory is wB97M-V/def2-TZVPD.

Output
**LUMO level (alpha / beta)**: 0.92 / -1.74 eV
**Energy relative to the best compared isomer or geometry (same formula, charge and spin)**: 334.5 kJ/mol
**Molecular weight**: 104.17 g/mol
**E**: -17153.3923 eV
**Multiplicity**: 3
**Frontier orbital gap (alpha / beta)**: 5.973 / 7.999 eV
**F_max**: 8.7 eV/Å

Last columns: bonded neighbours and bond lengths (Å).
CARTESIAN COORDINATES (ANGSTROEM)
1 C -0.38451 -0.10344 0.58123  C2 1.771, C4 1.564, O5 1.354, H7 1.016
2 C -1.79634 -0.18544 -0.48477  C1 1.771, O5 1.397, S6 1.762, H8 1.149
3 C 2.19835 0.47508 0.25561  C4 1.524, H9 1.100, H10 1.165, H11 1.057
4 C 0.95680 -0.27920 -0.20434  C1 1.564, C3 1.524, H12 1.049, H13 1.141
5 O -1.30170 -1.09189 0.45679  C1 1.354, C2 1.397
6 S -3.21081 0.74455 0.00439  C2 1.762, H14 1.290
7 H -0.57035 0.47490 1.39625  C1 1.016
8 H -1.40186 -0.23988 -1.56257  C2 1.149
9 H 2.06229 1.55623 0.40617  C3 1.100
10 H 3.06692 0.35983 -0.51286  C3 1.165
11 H 2.52758 0.02794 1.15506  C3 1.057
12 H 1.25568 -1.28343 -0.25306  C4 1.049
13 H 0.61632 -0.19561 -1.28999  C4 1.141
14 H -4.01834 -0.25966 0.05209  S6 1.290

Löwdin atomic charge list, values in e, 8 entries: number 1, C, carries -0.25; number 2, C, carries -0.61; number 3, C, carries -0.11; number 4, C, carries -0.22; number 5, O, carries -0.05; number 6, S, carries 0.79; number 7, H, carries 0.08; number 8, H, carries 0.11

This record from the OMol25 dataset describes the molecule C4H8OS2. The level of theory is wB97M-V/def2-TZVPD.

Output
**LUMO level**: 0.57 eV
**Energy relative to the best compared isomer or geometry (same formula, charge and spin)**: 63.1 kJ/mol
**Molecular weight**: 136.24 g/mol
**E**: -27995.0468 eV
**Frontier orbital gap**: 9.771 eV
**Structure (SMILES)**: CSSCCC=O
**F_max**: 2.0 eV/Å

Last columns: bonded neighbours and bond lengths (Å).
CARTESIAN COORDINATES (ANGSTROEM)
1 C -1.46144 -2.34246 0.95064  S2 1.872, H8 1.089, H9 1.088, H10 1.079
2 S -1.75812 -0.72721 0.05291  C1 1.872, S3 2.034
3 S -0.84667 0.67449 1.21044  S2 2.034, C4 1.768
4 C 0.85102 0.76947 0.72685  S3 1.768, C5 1.525, H11 1.093, H12 1.094
5 C 1.08661 0.77323 -0.77956  C4 1.525, C6 1.499, H13 1.098, H14 1.100
6 C 0.47311 1.89314 -1.56544  C5 1.499, O7 1.207, H15 1.113
7 O 0.98278 2.94932 -1.85114  C6 1.207
8 H -1.33486 -3.04530 0.12890  C1 1.089
9 H -2.42535 -2.62978 1.36526  C1 1.088
10 H -0.64381 -2.21403 1.64222  C1 1.079
11 H 1.25611 1.70232 1.12731  C4 1.093
12 H 1.49176 -0.00489 1.15891  C4 1.094
13 H 0.73369 -0.15565 -1.24682  C5 1.098
14 H 2.15799 0.62385 -0.98041  C5 1.100
15 H -0.56283 1.73351 -1.94004  C6 1.113

Löwdin atomic charge list, values in e, 8 entries: number 1, C, carries -0.40; number 2, S, carries 0.43; number 3, S, carries 0.49; number 4, C, carries -0.58; number 5, C, carries -0.26; number 6, C, carries -0.28; number 7, O, carries 0.05; number 8, H, carries 0.02